No. 1
Density functional theory data (the ωB97M-V functional and the def2-TZVPD basis) for a single C4H5NO2 molecule at a distorted geometry.

```
12
Properties=species:S:1:pos:R:3:mulliken_charge:R:1
O 0.39 0.88 -2.39 -0.54
C 0.37 0.43 -1.26 0.32
C -0.48 -0.85 -0.69 -0.52
C -0.46 -0.67 0.83 -0.29
C 0.46 0.58 1.02 0.31
O 0.59 1.14 2.07 -0.61
N 0.90 1.07 -0.06 -0.10
H 0.05 -1.66 -1.02 0.29
H -1.43 -0.98 -1.18 0.33
H -1.42 -0.50 1.44 0.25
H -0.09 -1.56 1.49 0.24
H 1.12 2.12 -0.24 0.32
```

Output
SMILES: O=C1CCC(=O)N1
Highest occupied orbital energy (eV): -9.91
Multiplicity: 1
Relative energy (zero: lowest compared OMol25 entry of this formula, charge and spin) (kJ/mol): 55.0
Frontier orbital gap (Ha): 0.3898

No. 2
Density functional theory data (the ωB97M-V functional and the def2-TZVPD basis) for C17H14Cl5N2O6Ti as an isolated structure.

```
45
Properties=species:S:1:pos:R:3:mulliken_charge:R:1
Ti 0.11 0.31 -0.18 0.22
O 1.37 -2.81 1.23 -0.58
C 0.66 -2.53 2.42 -0.96
C 0.57 -1.05 2.78 -0.77
N -0.34 -0.17 1.98 0.80
C -0.42 1.15 2.66 -0.63
C -0.10 2.31 1.72 0.62
O -0.44 3.43 1.98 -0.66
O 0.65 1.93 0.70 -0.35
C -1.66 -0.80 1.80 -0.87
C -1.64 -1.76 0.61 0.51
O -2.44 -2.64 0.50 -0.67
O -0.65 -1.50 -0.24 -0.45
H 0.76 -2.67 0.50 0.41
H -0.33 -2.99 2.40 0.33
H 1.21 -2.99 3.23 0.45
H 0.24 -1.00 3.82 0.52
H 1.57 -0.62 2.72 0.35
H -1.38 1.30 3.15 0.35
H 0.34 1.20 3.44 0.43
H -2.01 -1.33 2.70 0.56
H -2.39 -0.02 1.56 0.50
Cl -4.13 2.74 -5.52 -0.19
C -3.43 2.23 -4.03 0.44
C -2.10 1.84 -3.98 -0.32
Cl -1.12 1.84 -5.40 -0.21
C -1.55 1.45 -2.77 0.91
Cl 0.11 0.93 -2.67 -0.34
C -2.28 1.42 -1.57 -0.71
O -1.75 1.05 -0.44 0.00
C -3.63 1.82 -1.65 0.37
Cl -4.54 1.78 -0.20 -0.19
C -4.19 2.21 -2.86 0.13
Cl -5.84 2.69 -2.91 -0.18
C 4.83 -1.11 -0.90 -0.18
C 3.78 -1.77 -1.52 -1.02
C 2.49 -1.38 -1.23 -0.07
N 2.20 -0.38 -0.39 0.25
C 3.22 0.25 0.21 -0.08
C 4.54 -0.08 -0.02 -0.95
H 5.85 -1.39 -1.10 0.40
H 3.96 -2.58 -2.21 0.43
H 1.64 -1.87 -1.69 0.49
H 2.94 1.06 0.87 0.50
H 5.32 0.46 0.49 0.43
```

Output
Highest occupied orbital energy (spin up / spin down) (eV): -8.45 / -8.46
Multiplicity: 2
Expectation value of S²: 0.753
Relative energy (zero: lowest compared OMol25 entry of this formula, charge and spin) (kJ/mol): 73.9
Frontier orbital gap (spin up / spin down) (Ha): 0.2959 / 0.2914

No. 3
Density functional theory data (the ωB97M-V functional and the def2-TZVPD basis) for a single C7H12N2S2 molecule at a distorted geometry.

```
23
Properties=species:S:1:pos:R:3:mulliken_charge:R:1
C 2.44 -1.04 2.81 -1.07
C 1.60 -2.09 2.06 -0.31
C 1.60 -1.91 0.50 -0.72
C 1.04 -0.57 -0.08 -0.75
S -0.64 -0.18 0.52 -0.19
S -1.71 -0.67 -1.20 -0.13
C -2.15 0.95 -1.90 0.38
N -2.37 1.20 -3.18 -0.56
C -2.76 2.56 -3.16 -0.20
C -3.00 3.14 -1.87 -0.39
N -2.48 2.02 -1.14 -0.02
H 1.95 -0.01 2.79 0.21
H 3.44 -1.03 2.38 0.30
H 2.56 -1.23 3.84 0.39
H 0.59 -1.96 2.43 0.28
H 1.96 -3.10 2.23 0.30
H 1.10 -2.68 -0.02 0.37
H 2.63 -2.02 0.08 0.36
H 1.73 0.26 0.07 0.41
H 0.90 -0.73 -1.18 0.43
H -2.93 2.94 -4.18 0.39
H -3.28 4.18 -1.61 0.34
H -2.21 1.98 -0.18 0.18
```

Output
SMILES: CCCCSSc1ncc[nH]1
Highest occupied orbital energy (eV): -8.46
Multiplicity: 1
Relative energy (zero: lowest compared OMol25 entry of this formula, charge and spin) (kJ/mol): 140.2
Frontier orbital gap (Ha): 0.3260

No. 4
Density functional theory data (the ωB97M-V functional and the def2-TZVPD basis) for a 10-piece molecular cluster, C69H138F15N5O12S2 overall at a distorted geometry.

```
241
Properties=species:S:1:pos:R:3:mulliken_charge:R:1
C 11.89 4.64 13.59 -1.57
C 13.09 5.55 13.84 0.29
C 13.49 5.85 15.29 1.02
C 12.21 6.52 15.93 -1.61
N 12.61 7.27 17.34 1.21
C 13.66 8.40 17.00 -1.21
C 12.97 9.72 17.47 0.19
C 11.49 9.45 17.49 1.27
C 11.29 7.95 17.86 -1.60
C 13.18 6.22 18.37 -1.19
C 12.25 4.91 18.52 0.41
C 12.59 3.99 19.71 -1.56
H 10.95 5.18 13.72 0.35
H 11.86 3.95 14.43 0.37
H 11.99 3.98 12.74 0.34
H 12.95 6.46 13.25 0.58
H 14.01 5.10 13.47 -0.27
H 14.36 6.51 15.34 -0.97
H 13.78 4.98 15.88 -0.07
H 11.52 5.69 16.11 0.93
H 11.77 7.26 15.27 0.36
H 14.54 8.25 17.62 0.36
H 13.87 8.51 15.94 0.55
H 13.32 10.02 18.46 0.61
H 13.17 10.53 16.76 -0.75
H 11.13 10.08 18.30 1.06
H 10.90 9.84 16.67 -1.34
H 11.24 7.83 18.94 0.56
H 10.37 7.52 17.47 0.14
H 13.25 6.73 19.33 0.79
H 14.20 5.99 18.04 0.38
H 12.28 4.43 17.54 0.03
H 11.28 5.38 18.72 -0.08
H 11.75 3.37 20.00 0.46
H 12.81 4.58 20.60 0.43
H 13.55 3.56 19.42 0.36
C 17.07 5.25 11.34 -0.87
C 16.00 4.19 10.97 -0.49
C 16.22 3.61 9.52 -0.53
C 15.06 2.79 9.03 -1.13
N 15.60 1.44 8.44 0.10
C 14.55 0.47 7.78 -0.62
C 15.10 -0.97 7.93 -0.56
C 16.26 -0.91 8.97 -0.87
C 16.20 0.54 9.51 -0.44
C 16.57 1.79 7.25 -0.73
C 16.10 2.69 6.09 -0.41
C 17.21 2.82 5.03 -1.32
H 16.59 5.76 12.18 0.21
H 17.13 6.14 10.71 0.48
H 17.99 4.79 11.69 -0.04
H 15.00 4.61 11.08 0.53
H 15.87 3.47 11.78 -0.09
H 17.12 2.99 9.58 0.50
H 16.33 4.38 8.76 0.42
H 14.51 3.26 8.22 0.55
H 14.32 2.59 9.81 0.69
H 14.33 0.75 6.75 0.37
H 13.65 0.76 8.32 0.47
H 15.51 -1.40 7.02 0.32
H 14.27 -1.54 8.35 0.34
H 17.15 -0.86 8.34 0.31
H 16.28 -1.68 9.74 0.42
H 17.17 0.97 9.76 0.38
H 15.53 0.51 10.37 0.39
H 16.97 0.86 6.86 0.50
H 17.35 2.40 7.69 0.42
H 15.74 3.63 6.51 0.30
H 15.12 2.39 5.72 0.37
H 17.28 1.81 4.63 0.37
H 18.17 3.23 5.33 0.34
H 16.70 3.35 4.22 0.39
C 15.69 2.99 15.17 -0.93
C 16.36 1.86 14.45 -0.76
C 17.91 1.89 14.62 -0.40
C 18.66 3.05 14.13 0.34
N 20.15 3.24 14.70 0.42
C 21.08 2.04 14.24 -0.65
C 22.16 2.67 13.33 -0.63
C 21.49 3.94 12.71 -0.51
C 20.75 4.50 13.95 -0.64
C 20.26 3.37 16.31 -0.96
C 19.44 4.51 16.87 0.86
C 19.21 4.63 18.37 -1.06
H 16.14 3.98 15.21 0.11
H 15.61 2.62 16.20 0.53
H 14.64 2.98 14.88 0.33
H 16.03 1.94 13.42 -0.10
H 15.86 0.95 14.79 0.53
H 18.32 0.96 14.23 0.36
H 18.09 1.86 15.70 0.12
H 18.02 3.85 14.47 -0.70
H 18.83 3.04 13.05 0.51
H 21.42 1.54 15.15 0.51
H 20.48 1.21 13.86 0.31
H 22.95 2.83 14.07 0.31
H 22.45 1.95 12.57 0.39
H 22.30 4.63 12.47 0.42
H 20.73 3.79 11.95 0.22
H 21.47 5.04 14.57 0.58
H 20.04 5.30 13.74 0.21
H 21.33 3.52 16.50 0.47
H 19.84 2.39 16.54 0.66
H 18.41 4.49 16.52 -0.52
H 19.76 5.41 16.35 -0.01
H 18.24 5.12 18.32 0.17
H 20.03 5.25 18.72 0.39
H 19.05 3.64 18.80 0.22
C 4.67 7.78 13.46 -1.64
C 5.77 8.75 13.66 -0.14
C 5.84 9.50 15.03 -0.47
C 7.31 9.89 15.45 -0.23
N 7.30 10.96 16.60 0.94
C 6.45 12.25 16.24 -0.49
C 7.08 13.46 16.84 -0.85
C 8.60 13.21 16.82 -0.97
C 8.71 11.61 16.72 0.92
C 6.81 10.32 17.93 -0.83
C 6.75 11.36 19.12 0.26
C 6.60 10.53 20.36 -1.71
H 3.71 8.14 13.83 0.38
H 4.75 6.80 13.93 0.36
H 4.51 7.62 12.40 0.42
H 5.79 9.55 12.92 0.16
H 6.65 8.14 13.44 0.21
H 5.33 8.81 15.71 0.46
H 5.35 10.45 14.86 0.35
H 7.87 10.43 14.69 -0.20
H 7.98 9.09 15.76 0.48
H 5.40 12.20 16.53 0.24
H 6.48 12.29 15.15 0.16
H 6.64 13.85 17.75 0.42
H 6.88 14.34 16.23 0.46
H 9.09 13.75 17.63 0.35
H 9.23 13.61 16.02 0.37
H 9.11 11.06 17.57 0.46
H 9.36 11.35 15.89 -1.22
H 7.56 9.57 18.22 -0.14
H 5.90 9.77 17.68 0.87
H 5.90 12.05 19.18 0.18
H 7.75 11.77 19.04 0.16
H 5.80 9.80 20.28 0.44
H 6.30 11.11 21.23 0.46
H 7.48 9.93 20.56 0.33
C 16.93 18.38 16.87 -1.17
C 16.53 17.32 17.92 -0.62
C 15.52 16.27 17.41 -0.40
C 16.03 15.32 16.39 -0.82
N 15.15 14.06 16.04 0.73
C 16.09 13.07 15.23 -1.19
C 16.88 12.23 16.22 -0.18
C 16.11 12.29 17.48 -0.57
C 14.86 13.06 17.24 -0.34
C 13.90 14.51 15.23 -0.40
C 14.13 14.87 13.71 -0.47
C 12.89 15.12 13.00 -1.27
H 16.12 19.09 16.68 0.32
H 17.25 18.03 15.88 0.31
H 17.72 19.01 17.27 0.37
H 16.15 17.83 18.81 0.36
H 17.39 16.70 18.20 0.36
H 14.65 16.80 17.01 0.32
H 15.14 15.62 18.19 0.25
H 16.90 14.85 16.84 0.37
H 16.34 15.68 15.41 0.45
H 15.31 12.46 14.77 0.42
H 16.67 13.68 14.54 0.58
H 16.83 11.23 15.78 -0.01
H 17.89 12.63 16.24 0.42
H 16.02 11.28 17.88 0.55
H 16.81 12.67 18.22 0.36
H 14.06 12.42 16.85 -0.45
H 14.39 13.60 18.06 0.61
H 13.61 15.39 15.80 0.39
H 13.15 13.73 15.34 0.08
H 14.87 14.23 13.23 0.51
H 14.79 15.74 13.69 0.33
H 12.00 15.41 13.55 0.35
H 12.41 14.24 12.56 0.13
H 13.08 15.76 12.14 0.40
C 15.26 0.11 22.11 -0.10
O 16.50 0.77 21.96 -0.26
O 15.28 -0.38 23.41 -0.88
C 14.07 1.05 21.70 0.80
F 14.10 1.45 20.43 -0.26
F 12.91 0.47 21.94 -0.31
F 13.94 2.18 22.37 -0.30
C 17.10 1.03 20.69 0.06
C 18.57 1.25 21.01 -1.23
H 19.01 0.59 21.75 0.36
H 19.21 1.37 20.13 0.27
H 18.63 2.25 21.44 0.30
H 16.67 1.93 20.26 0.05
H 17.00 0.29 19.89 0.32
H 15.33 -0.60 21.29 0.21
C 11.05 11.27 13.58 -0.56
O 9.67 11.37 13.20 -0.07
O 11.37 12.10 14.59 -0.65
C 11.32 9.69 13.81 0.54
F 10.34 9.10 14.52 -0.18
F 11.68 8.97 12.74 -0.36
F 12.44 9.46 14.49 -0.25
C 9.36 12.41 12.31 -0.28
C 7.79 12.41 12.23 -1.06
H 7.30 12.64 13.18 0.04
H 7.37 13.12 11.52 0.48
H 7.41 11.46 11.86 0.26
H 9.72 12.25 11.30 0.33
H 9.70 13.36 12.71 0.22
H 11.64 11.39 12.68 0.41
C 13.80 9.57 22.97 -0.29
O 12.50 10.12 23.21 -0.34
O 13.88 8.31 23.65 -0.87
C 13.88 9.55 21.35 0.81
F 14.79 8.61 20.86 -0.26
F 12.72 9.47 20.73 -0.07
F 14.24 10.75 20.88 -0.31
C 12.20 11.49 23.11 0.00
C 10.76 11.74 22.89 -1.22
H 10.54 12.81 22.90 0.44
H 10.30 11.43 21.96 0.15
H 10.18 11.41 23.75 0.31
H 12.69 11.99 22.28 0.13
H 12.47 11.95 24.06 0.34
H 14.44 10.31 23.44 0.27
C 7.89 4.97 19.76 0.45
F 8.73 4.72 18.78 -0.20
F 6.74 4.24 19.65 -0.22
F 8.48 4.76 20.96 -0.21
S 7.35 6.83 19.70 1.26
O 6.47 6.91 18.50 -0.73
O 6.52 7.17 20.87 -0.72
O 8.57 7.65 19.61 -0.57
C 18.80 8.41 16.40 0.41
F 18.75 8.67 17.71 -0.21
F 18.89 9.53 15.69 -0.21
F 19.82 7.60 16.05 -0.23
S 17.13 7.41 15.82 0.46
O 17.39 6.77 14.56 -0.57
O 16.90 6.44 16.95 -0.56
O 16.10 8.45 15.74 -0.15
```

Output
Highest occupied orbital energy (eV): -4.07
Multiplicity: 1
Relative energy (zero: lowest compared OMol25 entry of this formula, charge and spin) (kJ/mol): 0.0
Frontier orbital gap (Ha): 0.0829

No. 5
Density functional theory data (the ωB97M-V functional and the def2-TZVPD basis) for C18H37Br2GaI2OP as an isolated structure.

```
62
Properties=species:S:1:pos:R:3:mulliken_charge:R:1
C 0.64 1.17 6.24 -1.22
C 0.14 0.27 5.11 -0.54
P 0.65 0.93 3.45 0.19
C 2.18 -0.08 3.19 -1.01
Ga -0.88 0.24 1.78 -1.10
C 0.23 -0.14 0.12 -0.66
C 0.90 -1.52 0.20 -0.03
C 2.27 -1.60 -0.45 -1.27
C 2.37 -1.09 -1.89 -0.36
C 1.24 -1.56 -2.80 -0.51
C 1.58 -1.46 -4.29 -0.98
C 1.86 -0.02 -4.72 -0.33
C 1.85 0.18 -6.24 -0.64
O 0.73 0.94 -6.66 -0.35
C 1.01 2.09 -7.42 -0.73
C -1.90 -1.52 2.18 -0.36
Br -3.10 -1.27 3.72 -0.26
C -2.64 -1.95 0.91 0.45
C -4.13 -1.74 0.84 -1.56
Br -2.31 -3.88 0.53 -0.24
C -2.35 1.67 1.50 -0.76
I -2.65 2.03 -0.60 -0.02
C -2.09 2.92 2.33 -0.37
C -2.38 2.62 3.81 -0.49
I -3.35 4.62 1.76 -0.05
H 1.72 1.31 6.14 0.30
H 0.20 2.16 6.14 0.25
H 0.42 0.76 7.23 0.38
H 0.59 -0.72 5.24 0.53
H -0.94 0.14 5.16 0.25
H 2.91 0.22 3.94 0.50
H 1.99 -1.14 3.33 0.33
H 2.58 0.10 2.19 0.14
H 1.00 0.64 0.05 0.78
H -0.43 -0.04 -0.75 0.25
H 1.02 -1.80 1.25 0.32
H 0.24 -2.28 -0.24 0.10
H 2.98 -1.04 0.16 0.16
H 2.64 -2.64 -0.44 0.43
H 2.40 0.00 -1.87 0.22
H 3.32 -1.42 -2.32 0.52
H 0.36 -0.94 -2.63 0.06
H 0.96 -2.59 -2.55 0.41
H 2.44 -2.09 -4.52 0.34
H 0.71 -1.80 -4.85 0.42
H 1.07 0.62 -4.31 0.34
H 2.81 0.32 -4.31 0.24
H 2.77 0.67 -6.56 0.40
H 1.79 -0.80 -6.72 0.34
H 0.25 2.83 -7.19 0.25
H 0.98 1.86 -8.49 0.25
H 1.98 2.51 -7.17 0.33
H -1.23 -2.31 2.49 0.81
H -2.20 -1.45 0.05 -0.01
H -4.66 -2.32 1.60 0.44
H -4.36 -0.68 0.97 0.28
H -4.50 -2.04 -0.14 0.44
H -3.30 1.24 1.81 0.46
H -1.06 3.23 2.22 0.51
H -2.70 3.51 4.33 0.52
H -1.46 2.26 4.27 -0.27
H -3.13 1.84 3.90 0.19
```

Output
Highest occupied orbital energy (eV): -4.44
Multiplicity: 1
Net charge: -1
Frontier orbital gap (Ha): 0.2517

No. 6
Density functional theory data (the ωB97M-V functional and the def2-TZVPD basis) for C38H60N4O3SeZr as an isolated structure.

```
107
Properties=species:S:1:pos:R:3:mulliken_charge:R:1
Zr -0.02 0.07 0.28 0.78
C -7.08 -1.96 2.43 -2.05
C -6.89 -0.45 2.38 2.13
C -7.01 0.11 3.80 -1.55
C -8.00 0.16 1.51 -1.65
C -5.53 -0.06 1.81 -0.53
C -4.59 -1.01 1.41 -0.93
C -3.35 -0.57 0.96 1.13
Se -2.01 -1.85 0.52 0.18
C -1.41 -2.40 2.24 0.04
C -2.19 -3.27 2.99 -0.53
C -1.80 -3.59 4.28 -0.63
C -0.60 -3.06 4.73 -0.78
C 0.24 -2.21 4.00 0.42
C -0.21 -1.86 2.72 0.36
O 0.43 -0.97 1.90 -0.13
C 1.55 -1.80 4.69 2.06
C 2.49 -0.94 3.85 -2.00
C 2.33 -3.08 5.05 -1.74
C 1.22 -1.02 5.96 -1.75
C -2.63 -4.50 5.19 2.14
C -3.01 -3.71 6.45 -1.59
C -3.91 -4.96 4.51 -2.05
C -1.81 -5.73 5.58 -1.67
C -3.02 0.77 0.86 -0.63
O -1.73 1.05 0.48 -0.04
C -3.95 1.75 1.20 -0.24
C -5.17 1.28 1.68 -0.42
C -3.78 3.28 1.08 2.31
C -5.00 3.86 0.34 -1.83
C -2.55 3.74 0.31 -1.62
C -3.72 3.87 2.50 -1.60
H -8.06 -2.19 2.84 0.47
H -6.34 -2.45 3.07 0.28
H -7.03 -2.42 1.44 0.38
H -7.97 -0.16 4.24 0.48
H -6.93 1.20 3.82 0.32
H -6.22 -0.30 4.45 0.31
H -8.98 -0.12 1.90 0.47
H -7.93 -0.20 0.48 0.36
H -7.95 1.25 1.49 0.33
H -4.81 -2.06 1.45 0.51
H -3.10 -3.67 2.56 0.60
H -0.28 -3.33 5.73 0.39
H 2.72 -1.38 2.88 0.30
H 3.43 -0.82 4.40 0.59
H 2.09 0.06 3.69 0.24
H 2.61 -3.63 4.15 0.38
H 1.77 -3.75 5.69 0.32
H 3.25 -2.81 5.58 0.47
H 0.63 -0.13 5.74 0.32
H 2.14 -0.70 6.46 0.47
H 0.66 -1.62 6.68 0.37
H -3.59 -2.82 6.20 0.31
H -2.13 -3.39 7.01 0.32
H -3.61 -4.33 7.11 0.48
H -4.56 -4.13 4.23 0.28
H -4.48 -5.60 5.19 0.47
H -3.71 -5.56 3.61 0.38
H -0.91 -5.45 6.13 0.32
H -1.51 -6.30 4.71 0.36
H -2.39 -6.38 6.23 0.47
H -5.91 2.01 1.98 0.42
H -5.09 3.44 -0.66 0.41
H -4.88 4.94 0.24 0.48
H -5.94 3.69 0.86 0.37
H -2.53 3.32 -0.70 0.28
H -1.62 3.52 0.82 0.07
H -2.60 4.83 0.20 0.64
H -4.62 3.65 3.07 0.36
H -3.61 4.95 2.45 0.45
H -2.87 3.47 3.05 0.27
N 0.72 1.80 1.78 -0.14
C 1.99 2.48 1.41 -0.89
C 2.96 1.41 0.97 -0.40
N 2.36 0.57 -0.09 -0.24
C 3.18 -0.63 -0.37 -0.48
C 2.43 -1.53 -1.33 -0.91
N 1.13 -1.88 -0.70 -0.42
H 0.87 1.27 2.63 0.14
H 0.00 2.48 1.99 0.27
H 1.78 3.17 0.59 0.30
H 2.40 3.05 2.24 0.62
H 3.91 1.84 0.63 0.50
H 3.19 0.74 1.80 0.22
H 2.34 1.13 -0.94 0.23
H 4.16 -0.35 -0.77 0.49
H 3.34 -1.14 0.58 0.20
H 2.21 -1.01 -2.26 0.34
H 3.01 -2.42 -1.57 0.56
H 0.60 -2.46 -1.33 0.33
H 1.31 -2.45 0.12 0.22
O 0.10 2.13 -0.99 -0.24
C 0.03 2.22 -2.41 -1.22
C -0.57 0.97 -2.99 0.87
C -0.97 0.96 -4.32 -1.07
C -1.51 -0.18 -4.86 -0.44
C -1.64 -1.30 -4.05 -1.28
C -1.22 -1.21 -2.74 -0.41
N -0.68 -0.10 -2.20 1.08
H -0.79 2.30 -0.62 -0.28
H 1.05 2.37 -2.78 0.41
H -0.55 3.10 -2.69 0.61
H -0.86 1.86 -4.91 0.56
H -1.83 -0.21 -5.90 0.45
H -2.06 -2.22 -4.41 0.49
H -1.34 -2.07 -2.09 0.43
```

Output
Highest occupied orbital energy (eV): -13.08
Multiplicity: 1
Net charge: +2
Relative energy (zero: lowest compared OMol25 entry of this formula, charge and spin) (kJ/mol): 0.0
Frontier orbital gap (Ha): 0.2889